<A>
Below is 2 unconnected molecules or ions with the total composition C9H14, with properties calculated with ωB97M-V/def2-TZVPD.

Computed properties:
E_LUMO (alpha / beta) = 0.1276 / 0.1269 hartree
Frontier orbital gap (alpha / beta) = 2.4 / 6.9 eV
Expectation value of S² = 0.762
Multiplicity = 2
Total charge = -1

Positions of all 23 atoms, in Å:
C  2.73  -1.95  0.32
C  -1.34  -0.84  0.95
C  -1.03  -1.86  0.06
C  -0.27  -0.33  1.75
C  0.36  -2.14  -0.26
C  1.03  -0.58  1.41
C  1.30  -1.53  0.41
H  -2.32  -0.41  1.03
H  -1.77  -2.44  -0.51
H  -0.69  0.36  2.54
H  0.46  -2.57  -1.30
H  1.86  -0.23  2.05
H  3.14  -1.68  1.33
H  3.31  -1.58  -0.56
H  2.78  -2.99  0.07
C  -1.32  4.50  -1.77
C  -1.30  2.96  -1.81
H  -0.41  4.83  -2.26
H  -2.09  4.80  -2.53
H  -1.41  5.05  -0.84
H  -0.33  2.64  -2.21
H  -1.24  2.40  -0.86
H  -2.22  2.43  -2.24

<B>
Below is 2 unconnected molecules or ions with the total composition C9H14, with properties calculated with ωB97M-V/def2-TZVPD.

Computed properties:
E_LUMO (alpha / beta) = 0.1425 / 0.1402 hartree
Frontier orbital gap (alpha / beta) = 3.2 / 7.1 eV
Expectation value of S² = 0.761
Multiplicity = 2
Total charge = -1

Positions of all 23 atoms, in Å:
C  -1.41  0.07  3.24
C  -1.60  -0.47  1.82
H  -1.89  -0.57  3.98
H  -0.34  0.17  3.40
H  -1.84  1.06  3.31
H  -0.74  -1.05  1.44
H  -1.70  0.28  1.07
H  -2.20  -1.38  1.74
C  -0.53  2.12  -0.25
C  2.02  -0.73  -0.50
C  1.47  -1.44  -1.57
C  1.39  0.52  -0.16
C  0.11  0.81  -0.61
C  0.20  -1.16  -2.08
C  -0.57  -0.16  -1.39
H  2.84  -1.14  0.08
H  1.73  -2.48  -1.78
H  1.93  1.33  0.34
H  -0.23  -1.60  -2.96
H  0.00  2.68  0.52
H  -1.58  1.99  0.01
H  -1.64  0.02  -1.45
H  -0.50  2.82  -1.10

Most favorable structure: <B>. The second most favorable one is 0.0253 hartree above it.